No. 1
Density functional theory data (ωB97M-V with the def2-TZVPD basis set) for C8H15N3O5 in the gas phase in a non-equilibrium geometry.

Last column: Mulliken charge in e.
Atoms and positions in Å:
C1 -2.59008 -0.70583 -1.09530  -0.925
C2 3.10769 -0.21876 -0.50619  -0.028
H1 2.97429 -2.07527 -0.00435  0.390
C3 -3.66467 -1.14340 -0.07332  0.319
H2 3.34136 1.40518 0.90707  0.285
C4 0.77785 -0.77303 0.29897  0.409
N1 -0.60564 -0.61420 0.38320  0.022
C5 3.69496 0.33024 0.79577  -1.234
H3 -4.11052 -1.29431 1.80378  0.253
N2 1.25263 1.43001 -0.61782  -0.505
O1 -1.30268 1.82731 1.11174  -0.425
H4 -2.81527 -0.19768 1.61864  0.185
O2 1.32118 -1.50274 1.11749  -0.742
H5 -0.68884 0.42595 -1.36563  0.574
H6 3.38622 -0.24575 1.63175  0.277
H7 -0.94818 -1.19260 1.16367  0.274
C6 -1.40417 0.13747 -0.57342  0.137
H8 1.86982 2.06012 -1.17918  0.268
H9 4.81091 0.27641 0.72690  0.360
H10 -2.27930 -1.69336 -1.58868  0.323
O3 -2.62777 2.24910 -0.52761  -0.580
H11 -3.14083 -0.10557 -1.84846  0.304
O4 -4.66093 -1.61625 -0.53555  -0.599
N3 -3.37701 -0.98962 1.22430  -0.312
H12 3.67949 0.29877 -1.35938  0.415
O5 3.39207 -1.57200 -0.73137  -0.589
C7 1.58749 -0.01232 -0.72364  -0.058
H13 1.10925 1.69769 0.37337  0.234
C8 -1.87670 1.49747 -0.02469  0.379
H14 -1.51052 2.75265 1.32823  0.350
H15 1.29791 -0.43570 -1.73030  0.234

Summary:
Multiplicity = 1
HOMO-LUMO gap = 0.36021 Ha
SMILES string = C[C@@H](O)[C@H](N)C(=O)N[C@@H](CC(N)=O)C(=O)O

No. 2
Density functional theory data (ωB97M-V with the def2-TZVPD basis set) for C12H11I in the gas phase in a non-equilibrium geometry.

Last column: Mulliken charge in e.
Atoms and positions in Å:
C1 -0.41875 -0.19679 -0.73104  -0.288
C2 2.93891 -1.05108 1.74265  -0.684
H1 -0.03489 0.70683 1.71243  -0.099
H2 -3.48360 1.02834 -1.54093  0.462
C3 0.77376 0.04876 1.33057  0.002
C4 -1.56013 2.07619 0.36895  -1.112
C5 2.98770 -1.28501 0.38882  -0.500
C6 0.72534 -0.46946 0.05691  1.508
H3 1.76731 -1.60931 -1.44001  0.201
H4 -2.49235 -0.33243 -3.33993  0.375
I1 -2.45177 -0.84546 1.25346  0.148
H5 -0.32762 -1.35900 -2.67434  0.378
C7 -2.55166 0.54535 -1.41955  -1.071
H6 1.57265 0.04806 3.20096  0.368
H7 3.91104 -1.81857 0.03408  0.289
C8 1.78986 -0.28697 2.19872  -0.567
H8 -2.42298 2.67580 0.07665  0.372
C9 -1.65308 0.64137 -0.22205  0.380
C10 1.84411 -1.17670 -0.37434  -0.272
H9 -0.67342 2.53326 -0.06777  0.331
H10 -1.46290 2.02363 1.54856  0.323
C11 -0.66667 -0.61913 -1.97983  -0.445
H11 3.87139 -1.14108 2.24312  0.370
C12 -1.98224 -0.13660 -2.36608  -0.469

Summary:
Multiplicity = 1
HOMO-LUMO gap = 0.28139 Ha
SMILES string = C[C@@]1(I)C=CC=C1c1ccccc1

No. 3
Density functional theory data (ωB97M-V with the def2-TZVPD basis set) for a molecular structure, C10H22MnN4O4.

Last column: Mulliken spin population.
Atoms and positions in Å:
O1 -0.81110 0.59402 1.98182  0.012
C1 -0.91882 -2.87630 0.14816  -0.005
H1 -0.03344 -3.96647 -3.01784  0.000
H2 -1.22067 -1.92284 0.59097  0.006
C2 -2.47673 1.59676 -0.91994  -0.001
H3 -4.61661 0.12700 -1.40949  0.000
H4 4.64709 1.43335 1.23338  0.000
H5 0.88117 -0.24177 3.49396  0.001
H6 2.59658 0.24514 3.50525  0.001
H7 0.82469 -1.64224 -2.59513  -0.005
N1 2.36394 1.27045 -0.24576  0.024
H8 -4.12764 -0.01866 0.29444  0.000
H9 -1.48468 -2.33464 -1.83247  0.000
N2 -1.73903 2.74291 -0.92842  -0.008
Mn1 0.08030 0.19953 -0.69983  4.992
H10 -2.10247 3.53103 -0.41425  0.001
N3 0.22798 0.99411 1.31926  -0.012
H11 -5.52536 1.00566 -0.14488  0.000
C3 -0.24919 -4.07103 -1.95292  0.005
C4 2.51619 1.40228 1.02076  0.014
C5 -0.58271 -2.71528 -1.33386  0.008
H12 3.88144 3.00741 1.28389  0.000
C6 -4.55091 0.64563 -0.45586  -0.002
H13 -1.72802 -3.59371 0.31027  0.004
C7 3.77465 1.96959 1.60452  0.002
O2 -3.73339 1.82371 -0.58370  0.003
H14 1.32290 1.36726 4.02263  0.001
H15 -0.04011 -3.23265 0.69415  -0.003
H16 1.44966 -2.14014 -1.02443  -0.011
H17 3.34543 1.42110 -1.83563  0.002
H18 -1.07022 -4.78461 -1.83769  0.000
O3 -2.02823 0.49767 -1.22474  0.014
H19 0.63699 -4.49468 -1.47167  -0.001
H20 0.00599 3.20330 -1.76808  0.002
N4 -0.35286 2.58234 -1.05479  0.038
C8 1.40416 1.00687 1.89100  -0.016
H21 3.75094 1.93462 2.68972  -0.001
O4 3.43778 1.82176 -0.96473  0.006
H22 0.10765 2.73374 -0.16198  -0.007
C9 0.55954 -1.69953 -1.51724  -0.068
C10 1.57714 0.57734 3.31116  0.001

Summary:
Multiplicity = 6
HOMO-LUMO gap (alpha / beta) = 0.27630 / 0.28651 Ha
⟨S²⟩ = 8.759

No. 4
Density functional theory data (ωB97M-V with the def2-TZVPD basis set) for C6H12ClN in the gas phase in a non-equilibrium geometry.

Last column: Mulliken charge in e.
Atoms and positions in Å:
H1 2.04843 -0.12262 -2.24031  0.397
H2 -0.16520 0.47736 3.02303  0.327
H3 -1.77499 1.88342 1.54961  0.284
H4 1.49027 1.35086 -2.75753  0.397
H5 -0.55693 2.16486 -1.35519  0.287
H6 -1.87121 0.43702 3.34985  0.377
H7 0.45742 1.31126 0.60054  0.262
Cl1 1.13337 -1.63607 0.26940  -0.197
C1 -0.43465 0.78766 0.24694  0.031
H8 1.90678 1.24996 -1.09292  0.308
C2 1.45115 0.67107 -1.91132  -1.431
C3 -1.11748 0.20401 2.60383  -1.231
H9 -1.08093 -0.85703 2.51252  0.326
C4 0.05762 0.15161 -1.65008  0.246
C5 -0.11813 -0.57834 -0.34119  -0.150
C6 -1.50215 0.82505 1.30612  -0.600
N1 -0.83971 1.22125 -1.09099  -0.578
H10 -2.47619 0.42373 0.90592  0.281
H11 -0.34499 -0.28150 -2.57375  0.329
H12 -1.03992 -1.13929 -0.39050  0.336

Summary:
Multiplicity = 1
HOMO-LUMO gap = 0.38052 Ha
SMILES string = CC[C@@H]1N[C@@H](C)[C@H]1Cl

Asked for energy relative to the best compared isomer or geometry (same formula, charge and spin) across the records above, the calculation gives 80.81 103.71 0.00 110.32 kJ/mol in order.